Here is a cluster of 12 separate species, C47H113O23P in total from the OMol25 dataset. Energies are from ωB97M-V/def2-TZVPD.

Properties
HOMO-LUMO gap   0.357 Ha
Energy above the lowest of the compared OMol25 structures with the same formula, charge and spin   647.5 kJ/mol
SMILES   COP(=O)(OC)OC.C1CCOC1.C1CCOC1.C1CCOC1.COCCOC.COCCOC.COCCOC.COCCOC.COCCOC.COCCOC.COCCOC.COCCOC
Calculated total energy   -3929.8511 Ha

Last column: Mulliken charge in e.
Cartesian coordinates (Å):
C1 4.3523 -0.6204 4.2806  -0.27
O1 4.4606 -0.8188 5.7507  -0.41
P1 3.6392 0.1664 6.7890  0.69
O2 3.8263 -0.1908 8.2370  -0.72
O3 4.1570 1.6440 6.3615  -0.31
C2 5.5124 1.9033 6.2598  -0.83
O4 2.0235 0.1590 6.3447  0.07
C3 1.1979 -0.9481 6.6390  -0.59
H1 3.3126 -0.8952 4.1029  0.14
H2 4.8415 -1.4504 3.7709  0.20
H3 4.5920 0.3439 3.8324  0.27
H4 5.9244 2.6133 5.5426  0.27
H5 6.0650 0.9695 6.1560  0.38
H6 5.7902 2.3833 7.1981  0.30
H7 0.6718 -0.9260 7.5933  0.27
H8 1.7464 -1.8899 6.6534  0.38
H9 0.5037 -1.0982 5.8122  0.09
C4 5.2088 1.4388 0.5604  -0.46
O5 4.0669 2.0950 -0.0646  0.14
C5 4.2799 3.3636 -0.5647  -0.55
C6 4.1387 4.5966 0.3541  -0.71
O6 2.8972 4.7823 1.0319  -0.42
C7 2.2084 3.6394 1.6251  -0.54
H10 5.9405 1.2517 -0.2255  0.28
H11 4.7496 0.4910 0.8410  -0.19
H12 5.6234 2.0138 1.3885  0.32
H13 3.5855 3.5296 -1.3883  0.19
H14 5.1971 3.1994 -1.1302  0.55
H15 4.2884 5.5629 -0.1275  0.37
H16 4.9577 4.5904 1.0734  0.31
H17 2.0389 2.7734 0.9853  -0.17
H18 1.1947 3.7667 2.0048  0.33
H19 2.9682 3.1349 2.2219  0.53
C8 -6.4303 -5.4527 5.2050  -0.68
O7 -5.3652 -5.7477 4.4695  -0.31
C9 -4.0630 -5.6736 4.9597  -0.59
C10 -3.1907 -4.7879 4.0574  -0.45
O8 -3.7471 -3.4581 3.8350  -0.38
C11 -2.9536 -2.5087 3.2476  0.06
H20 -7.2355 -6.0922 4.8434  0.23
H21 -6.8460 -4.4475 5.1358  0.22
H22 -6.1762 -5.7036 6.2348  0.35
H23 -3.5098 -6.6122 4.9269  0.27
H24 -3.9382 -5.2014 5.9342  0.41
H25 -3.0095 -5.2303 3.0778  0.36
H26 -2.1784 -4.7246 4.4566  0.30
H27 -3.5878 -1.7050 2.8735  0.20
H28 -2.5558 -2.8639 2.2970  0.08
H29 -2.1479 -2.1579 3.8925  -0.06
C12 -5.5345 1.6478 4.2062  -0.60
O9 -4.6545 2.2623 5.1947  -0.28
C13 -4.2893 1.3651 6.2796  -0.70
C14 -3.6064 -0.0086 5.9862  -0.52
O10 -2.3306 0.0772 5.2740  0.01
C15 -1.3894 0.9139 5.9574  -0.62
H30 -5.9211 2.3829 3.5003  0.27
H31 -6.4968 1.3747 4.6391  0.35
H32 -5.1082 0.7691 3.7222  0.12
H33 -5.1721 1.2149 6.9010  0.44
H34 -3.6083 1.9060 6.9367  0.38
H35 -4.2085 -0.5922 5.2899  0.30
H36 -3.5756 -0.5591 6.9264  0.37
H37 -0.4244 0.7043 5.4959  -0.11
H38 -1.2574 0.5851 6.9882  0.40
H39 -1.5672 1.9893 5.9567  0.27
C16 0.2894 5.0216 -4.1286  -0.32
O11 0.2211 5.3510 -5.5511  -0.42
C17 -1.0504 5.0912 -6.1863  -0.85
C18 -1.2948 3.5828 -6.5224  0.35
O12 -0.3740 3.3879 -7.5801  -0.44
C19 -0.3041 2.1158 -8.1658  -0.62
H40 0.4536 3.9459 -4.0653  -0.03
H41 -0.6690 5.2508 -3.6627  0.22
H42 1.0423 5.4987 -3.5012  0.34
H43 -1.1910 5.6657 -7.1019  0.35
H44 -1.7767 5.3826 -5.4276  0.39
H45 -2.2904 3.4954 -6.9573  0.20
H46 -1.2224 2.8957 -5.6793  0.11
H47 -0.5363 1.3122 -7.4670  0.17
H48 0.5945 1.9389 -8.7568  0.27
H49 -0.9904 2.0630 -9.0110  0.28
C20 -3.2764 2.9021 -2.3884  -1.00
O13 -3.2326 2.2890 -3.7252  0.19
C21 -4.2527 2.7090 -4.5738  -0.83
C22 -4.4575 1.8702 -5.8165  -0.42
O14 -4.9317 2.4942 -7.0643  -0.43
C23 -4.9531 1.5783 -8.1810  -0.65
H50 -2.4389 2.5132 -1.8091  0.06
H51 -4.1923 2.5274 -1.9313  0.39
H52 -3.2600 3.9919 -2.3804  0.37
H53 -4.0377 3.7705 -4.6962  0.39
H54 -5.2542 2.7706 -4.1481  0.54
H55 -5.0543 0.9889 -5.5817  0.48
H56 -3.5066 1.3762 -6.0160  0.06
H57 -5.7817 0.8813 -8.0555  0.30
H58 -4.0021 1.0499 -8.1132  0.27
H59 -4.9532 2.1343 -9.1186  0.26
C24 0.4728 2.0169 -1.4808  -0.96
O15 0.6733 1.2339 -0.3191  1.09
C25 1.3258 -0.0025 -0.5636  -0.63
C26 2.0517 -0.4702 0.7091  -0.07
O16 1.3489 -1.1721 1.7584  -0.01
C27 0.1682 -0.4571 2.1941  -0.64
H60 -0.2908 1.6541 -2.1689  0.14
H61 1.3919 2.4604 -1.8637  0.10
H62 0.0141 2.8981 -1.0322  0.35
H63 2.1175 -0.1208 -1.3034  0.42
H64 0.5753 -0.7072 -0.9219  -0.08
H65 2.3514 0.4527 1.2057  0.23
H66 2.9672 -1.0400 0.5498  -0.29
H67 -0.6598 -0.5779 1.4955  -0.14
H68 0.3661 0.6114 2.2785  0.39
H69 -0.1086 -0.7835 3.1965  0.03
C28 1.6502 -6.6909 -2.0608  -0.81
O17 1.2825 -5.4196 -1.3766  -0.22
C29 2.2385 -4.9710 -0.4773  -0.72
C30 1.6210 -4.0717 0.6444  0.39
O18 0.7989 -4.7533 1.5537  -0.48
C31 0.5066 -4.0501 2.6595  -0.15
H70 1.6596 -7.6140 -1.4813  0.28
H71 2.6707 -6.5625 -2.4215  0.34
H72 0.8389 -6.7218 -2.7881  0.21
H73 2.9736 -4.4425 -1.0843  0.26
H74 2.7531 -5.8043 0.0012  0.47
H75 1.2115 -3.1773 0.1749  -0.18
H76 2.5846 -3.7804 1.0626  0.16
H77 1.3784 -3.6045 3.1387  0.24
H78 0.1171 -4.7202 3.4260  0.31
H79 -0.1231 -3.1751 2.4990  -0.15
C32 5.9210 -2.2176 0.4764  -0.18
O19 6.8667 -1.1831 0.0633  -0.33
C33 7.6134 -1.4030 -1.0970  -0.71
C34 6.7877 -1.2491 -2.3980  -0.30
O20 5.8557 -2.3509 -2.4280  -0.26
C35 5.1574 -2.5382 -3.6171  -0.71
H80 6.4921 -3.1450 0.4314  0.51
H81 5.0094 -2.1791 -0.1199  0.12
H82 5.5588 -1.9265 1.4624  -0.17
H83 8.0635 -2.3806 -0.9239  0.40
H84 8.4214 -0.6721 -1.1296  0.33
H85 7.3269 -1.3130 -3.3431  0.50
H86 6.2630 -0.2995 -2.2935  0.14
H87 5.6982 -2.2824 -4.5282  0.37
H88 4.2977 -1.8715 -3.5496  0.15
H89 4.7428 -3.5424 -3.7055  0.28
C36 -3.5060 -2.1992 -0.9629  -0.73
C37 -1.9822 -2.3123 -0.9516  1.49
C38 -1.7999 -3.4424 -2.0435  -0.02
O21 -2.9685 -3.3087 -2.9376  -0.50
C39 -3.8374 -2.3349 -2.5011  -0.35
H90 -3.8736 -1.2233 -0.6457  0.41
H91 -4.0663 -2.9088 -0.3541  0.32
H92 -1.6725 -2.5805 0.0585  -0.65
H93 -1.5586 -1.3482 -1.2329  -0.52
H94 -1.8249 -4.4246 -1.5714  0.33
H95 -0.8600 -3.4299 -2.5954  -0.18
H96 -4.8424 -2.6571 -2.7734  0.34
H97 -3.6185 -1.4336 -3.0736  0.06
C40 -2.4941 4.6275 2.8622  -0.45
C41 -3.2832 5.5940 1.8858  -0.65
C42 -3.7165 4.7528 0.6820  -0.44
O22 -3.1386 3.4901 0.9946  -0.31
C43 -1.9777 3.6856 1.7867  0.21
H98 -3.0737 4.2991 3.7249  0.18
H99 -1.7203 5.2014 3.3721  0.31
H100 -2.5903 6.3865 1.6031  0.29
H101 -4.1518 6.0319 2.3776  0.36
H102 -3.4694 5.1901 -0.2853  0.15
H103 -4.8024 4.6811 0.6200  0.41
H104 -1.1425 4.0669 1.1991  -0.08
H105 -1.6140 2.7496 2.2106  0.01
C44 0.5030 -2.2378 -4.9523  -0.39
C45 0.1311 -0.8290 -4.5687  1.10
C46 1.2358 0.1103 -4.9975  0.00
O23 1.5902 -0.5120 -6.2490  -0.47
C47 1.5335 -1.8954 -6.1183  -0.59
H106 -0.3074 -2.8993 -5.2586  0.41
H107 0.9446 -2.8659 -4.1786  -0.04
H108 -0.1315 -0.8061 -3.5111  -0.59
H109 -0.8475 -0.6180 -4.9999  -0.08
H110 2.0559 0.1961 -4.2846  0.06
H111 0.9740 1.1563 -5.1567  0.03
H112 2.3767 -2.5345 -5.8562  0.21
H113 1.3259 -2.3869 -7.0688  0.39

---

Here is a cluster of 2 separate species, C4H9NO3 in total from the OMol25 dataset. Energies are from ωB97M-V/def2-TZVPD.

Properties
HOMO-LUMO gap   0.364 Ha
Energy above the lowest of the compared OMol25 structures with the same formula, charge and spin   309.8 kJ/mol
SMILES   N[C@H](C=O)CC=O.O
Calculated total energy   -438.2111 Ha

Last column: natural (NBO) charge in e.
Cartesian coordinates (Å):
O1 -0.2497 -2.3653 1.7992  -0.50
C1 -1.0991 -1.7631 1.1249  0.42
C2 -0.8790 -0.2719 0.6195  -0.15
C3 -0.6925 -0.2513 -0.9382  -0.53
C4 -0.8077 1.0410 -1.5418  0.44
O2 -0.1592 1.3377 -2.4751  -0.51
N1 0.4077 0.2401 1.1385  -0.87
H1 -2.1296 -1.9592 0.8973  0.11
H2 -1.6599 0.2926 1.1696  0.21
H3 0.3892 -0.5339 -1.1242  0.25
H4 -1.3043 -1.1427 -1.2168  0.25
H5 -1.4294 1.7750 -1.0186  0.11
H6 1.2025 0.0034 0.5664  0.39
H7 0.5297 0.0379 2.1115  0.37
H8 2.7498 0.9434 -1.0911  0.47
H9 2.3427 1.6494 0.1768  0.48
O3 2.7887 0.9671 -0.1979  -0.94

---

- Number 1 is which compound?
  C47H113O23P

---

- Among the records above, which one has the lowest calculated total energy?
  C47H113O23P